(1)
{
  "formula": "C11H17N3O3S2",
  "method": "ωB97M-V/def2-TZVPD",
  "elements": ["C", "N", "S", "O", "O", "N", "C", "H", "H", "C", "N", "C", "O", "C", "C", "C", "C", "S", "H", "H", "H", "C", "H", "C", "H", "H", "H", "H", "H", "C", "H", "H", "H", "H", "H", "H"],
  "positions_angstrom": [[1.000359, 2.178596, -0.287884], [1.813006, 1.111171, 0.300778], [2.776715, 0.228854, -0.682980], [2.638891, 0.581833, -2.029744], [3.897021, -0.261150, -0.160926], [1.803056, -1.427730, -0.624279], [0.604074, -1.626741, -1.351873], [0.867011, -2.266866, -2.378714], [0.504574, -0.535450, -2.149931], [-0.518133, -1.910341, -0.704586], [-0.568500, -1.017593, 0.609495], [-1.323637, -0.022689, 0.845995], [-0.922233, 0.368735, 1.816370], [-2.400503, 0.293415, 0.179367], [-2.801821, 1.417909, -0.448007], [-4.140150, 1.409683, -0.793885], [-4.635697, 0.064241, -0.825988], [-3.723245, -1.011898, -0.037800], [-5.535319, 0.053225, -1.305758], [-4.548443, 2.364143, -1.234887], [-2.210358, 2.297984, -0.334039], [0.483389, -1.538748, 1.585155], [0.843724, -0.675909, 2.130361], [1.741669, -2.008894, 0.744398], [1.754579, -2.958047, 0.098882], [2.825468, -1.835160, 1.077934], [0.290147, -2.657746, 2.057597], [-1.411900, -1.407205, -1.276229], [-0.673504, -2.982721, -0.420219], [2.242836, 1.477817, 1.653008], [2.769857, 2.571961, 1.457327], [2.862463, 0.717707, 1.787600], [1.419213, 1.668876, 2.313234], [1.570377, 2.917560, -0.586596], [0.549289, 1.735908, -1.318908], [0.155728, 2.685282, 0.295722]],
  "forces_ev_per_angstrom": [[-4.5, -4.0, -2.2], [-1.2, 1.7, 0.5], [-11.2, -3.1, -2.4], [0.1, 1.8, -1.7], [8.2, -1.5, 4.4], [2.3, 3.6, 0.3], [7.6, 4.4, -10.2], [-1.0, 0.6, 2.7], [0.0, -2.7, 2.6], [-8.8, 1.1, 4.6], [4.7, -10.8, -5.7], [2.8, -4.6, -2.3], [1.4, 10.2, 13.0], [-7.9, -0.4, -5.1], [0.3, 0.2, 2.4], [-0.7, -0.9, -2.3], [0.4, 5.7, 0.0], [2.9, 0.3, 0.9], [-2.5, -1.4, -0.8], [-0.2, -1.7, 0.4], [0.4, 0.5, -0.3], [1.0, -2.4, -1.9], [-0.5, -0.7, 1.0], [1.4, -0.2, -3.7], [-0.5, -0.6, 3.1], [-2.0, -0.5, 0.6], [-0.6, 3.4, -0.2], [1.4, -2.0, 0.8], [-0.2, 0.9, -0.2], [-0.3, 5.5, -3.3], [-0.7, -2.6, 1.2], [3.2, -2.7, 2.4], [-0.4, -0.6, 0.3], [3.2, 3.9, -1.5], [0.7, 1.1, 2.5], [1.2, -1.6, -0.1]],
  "relative_energy_ev": 12.137,
  "total_energy_ha": -1615.29683,
  "e_homo_ev": -7.749,
  "orbital_gap_ev": 7.976,
  "fmax_ev_per_a": 16.6
}

***

(2)
{
  "formula": "C11H17NO2",
  "method": "ωB97M-V/def2-TZVPD",
  "elements": ["C", "C", "C", "C", "C", "C", "O", "C", "C", "H", "H", "H", "H", "H", "H", "H", "H", "H", "H", "C", "C", "C", "N", "O", "H", "H", "H", "H", "H", "H", "H"],
  "positions_angstrom": [[-0.563526, 2.539099, -1.543924], [-1.210079, 1.359179, -2.275142], [-1.972459, 0.295791, -1.505779], [-3.037899, -0.326902, -2.167260], [-3.692789, -1.352469, -1.499981], [-3.235671, -1.850391, -0.286234], [-3.900548, -2.818812, 0.401913], [-2.240452, -1.193524, 0.425537], [-1.567993, -0.163272, -0.269745], [-0.366919, 2.141469, -0.550776], [-1.315501, 3.321757, -1.455680], [0.241368, 3.008256, -2.096082], [-1.896125, 1.797384, -3.007879], [-0.388808, 0.788845, -2.720674], [-3.390126, 0.017713, -3.130101], [-4.555300, -1.796261, -1.996407], [-4.714625, -3.156097, -0.011903], [-1.735958, -1.648981, 1.266157], [-0.780205, 0.433706, 0.181622], [3.737567, -1.262404, 2.796774], [2.696058, -0.304301, 2.193830], [3.494709, 0.873010, 1.722578], [3.313428, 1.192097, 0.386388], [4.219998, 1.550728, 2.409790], [4.321825, -1.657229, 1.949666], [3.209407, -2.171411, 3.097654], [4.383189, -0.879524, 3.564072], [2.069514, -0.750950, 1.420451], [1.965131, -0.089479, 2.986470], [4.040915, 1.647297, -0.143301], [2.871877, 0.455676, -0.142035]],
  "forces_ev_per_angstrom": [[-1.6, -0.5, 0.4], [0.4, 0.1, -0.4], [-0.3, 0.5, -0.9], [0.1, -0.1, 1.4], [-0.1, -0.3, -1.0], [-1.1, 0.8, 0.9], [-0.4, -0.9, 0.2], [1.8, 0.2, -1.9], [-0.6, 0.3, 0.7], [0.9, 0.8, 0.1], [-0.1, 0.1, 0.4], [0.5, -0.4, 0.2], [0.4, -0.5, -0.4], [-0.2, 0.2, -0.7], [0.0, 0.0, 0.0], [0.1, -0.1, 0.3], [0.7, 0.5, -0.2], [-0.6, 0.2, 0.5], [0.1, -0.6, 0.4], [-0.9, -1.8, -1.8], [0.0, -0.2, 1.4], [-0.4, 1.5, -1.0], [-0.3, -1.0, -0.4], [0.2, -0.3, 0.6], [0.4, 0.4, 0.3], [0.1, 0.2, 0.6], [0.0, 0.4, 0.2], [0.5, -0.2, -0.2], [0.4, 0.7, -0.1], [0.1, 0.3, 0.5], [-0.1, 0.1, -0.2]],
  "smiles": "CCc1ccc(O)cc1.CCC(N)=O",
  "relative_energy_ev": 0.736,
  "total_energy_ha": -634.57099,
  "e_homo_ev": -8.470,
  "orbital_gap_ev": 9.114,
  "fmax_ev_per_a": 2.7
}

***

(3)
{
  "formula": "C11H17NO3",
  "method": "ωB97M-V/def2-TZVPD",
  "elements": ["C", "N", "C", "C", "O", "C", "O", "C", "C", "C", "C", "C", "O", "C", "C", "H", "H", "H", "H", "H", "H", "H", "H", "H", "H", "H", "H", "H", "H", "H", "H", "H"],
  "positions_angstrom": [[0.084943, 1.858154, -4.726468], [0.784011, 1.161475, -3.665598], [-0.051878, 0.198156, -2.972614], [0.681985, -0.352652, -1.738181], [1.930914, -0.911177, -2.088223], [-0.139529, -1.467350, -1.069075], [0.129392, -1.611801, 0.302421], [-0.351594, -0.687996, 1.183215], [-1.173645, 0.384389, 0.865233], [-1.602221, 1.232301, 1.876714], [-1.226816, 1.032114, 3.185536], [-0.398719, -0.045756, 3.510707], [-0.075187, -0.171396, 4.826907], [0.757580, -1.237311, 5.213700], [0.033908, -0.898256, 2.509032], [-0.719809, 2.447212, -4.285959], [0.780345, 2.534519, -5.219833], [-0.351126, 1.185602, -5.479997], [1.583448, 0.674237, -4.063316], [-0.353155, -0.645196, -3.618191], [-0.956636, 0.717181, -2.644903], [0.831742, 0.467192, -1.021736], [2.541516, -0.193260, -2.285774], [0.164129, -2.417322, -1.515671], [-1.211101, -1.313959, -1.244598], [-1.485513, 0.573038, -0.148944], [-2.242243, 2.065506, 1.627332], [-1.555700, 1.688842, 3.974063], [1.737707, -1.177058, 4.730009], [0.880658, -1.139367, 6.291276], [0.300869, -2.206132, 4.987708], [0.671723, -1.743928, 2.705229]],
  "forces_ev_per_angstrom": [[0.0, 0.0, 0.0], [0.3, -0.2, 0.1], [0.3, -0.2, 0.3], [-0.7, 0.1, 0.1], [0.3, -0.1, -0.2], [0.1, 0.4, -0.5], [0.1, 0.0, 0.5], [-0.1, 0.1, 0.1], [0.1, -0.2, -0.4], [0.1, 0.0, 0.2], [0.0, 0.0, 0.1], [-0.1, 0.1, -0.2], [-0.2, 0.2, -0.2], [0.1, -0.2, 0.1], [0.1, -0.1, 0.1], [0.0, 0.1, -0.1], [-0.1, 0.1, -0.1], [0.0, 0.0, 0.0], [-0.2, 0.1, 0.1], [-0.1, 0.1, 0.0], [0.0, -0.1, 0.0], [-0.1, -0.1, -0.1], [0.0, 0.0, 0.1], [-0.1, 0.1, 0.0], [0.0, 0.0, 0.0], [0.0, 0.0, -0.1], [0.0, 0.1, 0.0], [0.0, 0.1, 0.1], [0.0, 0.0, 0.0], [0.0, -0.1, -0.1], [0.0, 0.0, 0.0], [0.1, -0.1, 0.1]],
  "smiles": "CNC[C@H](O)COc1cccc(OC)c1",
  "relative_energy_ev": 1.151,
  "total_energy_ha": -709.78823,
  "e_homo_ev": -8.247,
  "orbital_gap_ev": 9.091,
  "fmax_ev_per_a": 0.7
}

***

(4)
{
  "formula": "C11H17NO3",
  "method": "ωB97M-V/def2-TZVPD",
  "elements": ["C", "N", "C", "C", "O", "C", "O", "C", "C", "C", "C", "C", "O", "C", "C", "H", "H", "H", "H", "H", "H", "H", "H", "H", "H", "H", "H", "H", "H", "H", "H", "H"],
  "positions_angstrom": [[4.134645, 3.948784, -0.089477], [3.317401, 3.092206, -0.920550], [2.490266, 2.181958, -0.156166], [1.777157, 1.194940, -1.092124], [1.332078, 1.820185, -2.264560], [0.626355, 0.505496, -0.336136], [0.293148, -0.674856, -1.025475], [-0.753016, -1.419712, -0.578107], [-1.060419, -2.554670, -1.334291], [-2.100853, -3.369712, -0.951657], [-2.858564, -3.089336, 0.176980], [-2.556127, -1.964698, 0.930175], [-3.217596, -1.575254, 2.058623], [-4.293044, -2.361692, 2.508754], [-1.501932, -1.131450, 0.550719], [4.737008, 4.590472, -0.728943], [3.479293, 4.576512, 0.515804], [4.801802, 3.395519, 0.589355], [3.901166, 2.563508, -1.561844], [1.743339, 2.786315, 0.375054], [3.059239, 1.612554, 0.600948], [2.470904, 0.416399, -1.428958], [0.976754, 2.687586, -2.038683], [-0.237278, 1.183803, -0.293180], [0.947753, 0.271283, 0.688822], [-0.469658, -2.765130, -2.210378], [-2.336507, -4.245142, -1.538245], [-3.667228, -3.747766, 0.449240], [-5.095309, -2.409971, 1.765317], [-3.970870, -3.377068, 2.761690], [-4.663929, -1.868402, 3.406047], [-1.305977, -0.272661, 1.171249]],
  "forces_ev_per_angstrom": [[0.0, 0.0, 0.1], [0.1, -0.2, -0.1], [0.0, -0.2, -0.2], [-0.2, -0.2, 0.6], [-0.3, 0.0, -0.4], [0.4, 0.3, 0.0], [-0.1, -0.2, -0.1], [-0.2, -0.2, 0.0], [0.1, 0.0, -0.1], [0.2, 0.1, -0.1], [-0.3, 0.0, 0.4], [0.0, -0.1, -0.1], [0.3, 0.1, -0.2], [-0.2, -0.1, 0.1], [0.1, 0.2, 0.1], [0.0, 0.1, 0.1], [0.1, 0.1, 0.0], [0.0, 0.1, 0.0], [-0.1, 0.1, 0.0], [0.0, -0.1, 0.1], [-0.1, 0.0, 0.0], [0.0, 0.0, 0.1], [0.1, 0.0, 0.0], [0.1, 0.0, 0.0], [-0.1, 0.0, 0.0], [0.1, 0.0, -0.1], [0.0, -0.1, -0.1], [-0.1, 0.0, 0.1], [0.0, 0.0, 0.0], [0.0, 0.0, 0.0], [0.0, -0.1, -0.1], [0.1, 0.1, 0.0]],
  "smiles": "CNC[C@H](O)COc1cccc(OC)c1",
  "relative_energy_ev": 1.209,
  "total_energy_ha": -709.78609,
  "e_homo_ev": -8.259,
  "orbital_gap_ev": 9.114,
  "fmax_ev_per_a": 0.7
}

***

(5)
{
  "formula": "C11H17NS",
  "method": "ωB97M-V/def2-TZVPD",
  "elements": ["C", "C", "C", "C", "C", "C", "C", "C", "C", "C", "N", "C", "S", "H", "H", "H", "H", "H", "H", "H", "H", "H", "H", "H", "H", "H", "H", "H", "H", "H"],
  "positions_angstrom": [[4.007738, 0.139705, -2.625606], [2.506717, 0.259729, -2.419241], [1.369818, 0.535190, -2.128816], [-0.008571, 0.820721, -1.697296], [0.105023, 1.428557, -0.312111], [0.604245, 0.504632, 0.818579], [-0.620719, -0.451773, 1.379229], [-0.175150, -1.036109, 2.747496], [-1.984222, 0.269036, 1.597090], [-2.834666, -0.017983, 0.351195], [-2.251092, -1.273551, -0.068342], [-1.029048, -1.610806, 0.412851], [-0.039537, -2.841689, 0.043188], [4.166389, 0.410238, -3.658746], [4.651301, 0.802090, -1.998376], [4.312936, -0.911799, -2.569125], [-0.516111, -0.105283, -1.677333], [-0.565097, 1.416811, -2.458270], [-0.910853, 1.883361, -0.042294], [0.827980, 2.214454, -0.381159], [0.972334, 1.065793, 1.594077], [1.390681, -0.098038, 0.386936], [0.931346, -1.175067, 2.665190], [-0.778794, -1.880044, 2.931366], [-0.348089, -0.264761, 3.483235], [-2.432317, -0.257202, 2.450952], [-1.942575, 1.330629, 1.900330], [-2.887170, 0.690575, -0.509403], [-3.876468, -0.174075, 0.678878], [-2.646026, -1.673339, -0.894474]],
  "forces_ev_per_angstrom": [[-1.2, -0.1, -0.2], [1.4, 0.6, 0.7], [0.2, -0.3, -0.7], [1.0, 0.3, -0.8], [-1.8, 0.8, 1.0], [-3.6, -2.3, -2.5], [0.8, 0.6, 0.3], [1.6, 1.7, -1.7], [0.4, 0.5, 0.0], [-0.5, 0.0, 0.5], [0.2, -0.4, -0.3], [0.1, 2.2, 0.2], [-0.1, -0.5, -0.3], [0.3, 0.2, -0.4], [-0.9, -0.6, -0.2], [0.0, 0.3, 0.4], [-0.7, -1.2, 0.2], [0.6, 0.0, 0.7], [1.5, -0.4, -0.2], [0.2, 0.9, -0.1], [0.8, 1.3, 2.1], [0.3, -0.5, 0.2], [-1.0, -0.7, 0.4], [-0.2, -1.3, 0.6], [0.0, 0.2, 0.4], [-0.2, 0.1, -0.3], [0.2, -0.4, -0.3], [0.5, -0.1, 0.8], [0.2, 0.0, -0.3], [0.1, -0.8, -0.2]],
  "smiles": "CC#CCCC[C@@]1(C)CCNC1=S",
  "relative_energy_ev": 1.966,
  "total_energy_ha": -882.20621,
  "e_homo_ev": -8.170,
  "orbital_gap_ev": 8.922,
  "fmax_ev_per_a": 5.0
}

***

(6)
{
  "formula": "C11H17OP",
  "method": "ωB97M-V/def2-TZVPD",
  "elements": ["C", "C", "C", "C", "C", "C", "C", "C", "C", "C", "C", "O", "P", "H", "H", "H", "H", "H", "H", "H", "H", "H", "H", "H", "H", "H", "H", "H", "H", "H"],
  "positions_angstrom": [[2.113756, 0.505035, -0.260073], [0.890030, 0.993038, -0.566136], [0.040358, -1.842981, -0.841179], [-0.342172, 0.047888, 1.479753], [-1.494460, -0.959566, 1.665452], [-0.430956, 0.579736, 0.017483], [-0.955254, -0.727504, -0.740169], [-2.013550, -1.263847, 0.271448], [0.875597, 2.189032, -1.466869], [-3.275515, -0.478972, -0.057482], [4.425644, -1.146897, 0.328951], [0.149206, -2.854899, -1.431357], [2.631708, -0.761181, 0.839558], [2.883278, 1.003022, -0.873728], [-0.512304, 0.925996, 1.997377], [0.706311, -0.418092, 1.748233], [-1.182531, -1.919249, 2.025121], [-2.221794, -0.409646, 2.261998], [-1.167352, 1.367808, -0.071961], [-1.356818, -0.648658, -1.784778], [-2.245199, -2.363853, 0.178626], [1.685949, 2.117072, -2.370468], [1.063150, 3.065417, -0.872407], [-0.133447, 2.394836, -1.954368], [-3.162346, 0.666099, -0.004542], [-3.982949, -1.001642, 0.667074], [-3.748804, -0.541132, -1.117665], [4.662279, -0.563687, -0.564114], [4.643747, -2.216835, 0.112209], [5.002940, -0.826310, 1.259345]],
  "forces_ev_per_angstrom": [[0.9, -0.1, -0.7], [-0.2, 0.7, 0.2], [1.3, 0.5, 1.2], [1.7, -1.6, -1.1], [0.5, 1.0, -0.7], [1.2, -2.9, -0.7], [-0.3, -0.6, -0.5], [-0.7, 0.1, -2.0], [0.0, 0.0, -3.2], [-2.1, 0.3, -0.4], [-0.3, 0.6, 1.0], [-0.6, 0.1, -0.5], [1.0, -0.9, 0.0], [0.0, -0.4, 0.4], [0.0, 1.5, 2.0], [-2.4, 1.1, -0.5], [0.2, -0.1, 1.1], [-0.4, -0.8, 0.3], [-0.1, 0.1, -0.1], [0.0, 0.5, 0.8], [0.4, 1.1, -0.2], [-1.9, 0.2, 2.3], [0.4, 0.6, 0.2], [1.2, -0.5, 0.5], [-0.2, -1.8, 0.9], [0.0, 1.7, -0.8], [1.1, -0.7, 1.6], [0.4, 0.1, 0.3], [-0.5, 0.7, 0.3], [-0.3, -0.4, -1.5]],
  "relative_energy_ev": 0.000,
  "total_energy_ha": -845.75236,
  "e_homo_ev": [-6.426, -8.738],
  "spin_multiplicity": 3,
  "orbital_gap_ev": [7.278, 8.031],
  "fmax_ev_per_a": 3.2
}

***

Question: Number 2 is which compound?
Answer: C11H17NO2